{
  "formula": "C25H32FN4O3S2",
  "method": "the ωB97M-V functional and the def2-TZVPD basis",
  "elements": ["C", "C", "C", "C", "C", "C", "C", "C", "C", "C", "C", "S", "C", "S", "N", "C", "C", "O", "C", "C", "N", "C", "C", "O", "C", "O", "C", "N", "C", "C", "C", "F", "C", "C", "N", "H", "H", "H", "H", "H", "H", "H", "H", "H", "H", "H", "H", "H", "H", "H", "H", "H", "H", "H", "H", "H", "H", "H", "H", "H", "H", "H", "H", "H", "H", "H", "H"],
  "xyz": [[-3.00695, 4.27014, 2.84818], [-3.74988, 2.96181, 2.51320], [-2.81963, 1.79354, 2.30029], [-1.65070, 1.70472, 3.06699], [-0.70676, 0.72355, 2.93870], [0.44298, 0.85247, 3.91544], [-0.91485, -0.29293, 1.93921], [0.05373, -1.30568, 1.67571], [1.39541, -1.37054, 2.34781], [2.40326, -0.34550, 1.78017], [3.20378, -0.81129, 0.54386], [2.77682, 0.21599, -0.88998], [4.31431, 0.45962, -1.75373], [5.76357, 0.06837, -1.14628], [4.19240, 0.99357, -3.05305], [3.21032, 2.08863, -3.18790], [1.85870, 1.67428, -3.76197], [1.96189, 0.97884, -4.99534], [3.25868, 0.47688, -5.27077], [3.95442, -0.08715, -4.04840], [-0.22222, -2.24439, 0.75843], [0.69160, -3.33680, 0.37324], [0.27233, -4.64883, 1.05158], [0.55698, -5.71383, 0.60188], [-1.42855, -2.25609, 0.10304], [-1.60656, -3.34151, -0.75589], [-1.28186, -3.05452, -1.99603], [-0.84418, -2.74492, -3.01467], [-2.40384, -1.34030, 0.26424], [-3.66328, -1.53954, -0.54759], [-3.68002, -0.63213, -1.79896], [-2.60118, 0.24116, -1.78966], [-2.15463, -0.26130, 1.19707], [-3.08434, 0.78833, 1.37970], [-4.29316, 0.86152, 0.60813], [-2.70437, 4.31864, 3.89424], [-3.64939, 5.12593, 2.65235], [-2.10091, 4.37827, 2.24979], [-4.41498, 2.73267, 3.34960], [-4.32753, 3.14588, 1.61148], [-1.49417, 2.48010, 3.80349], [0.24142, 1.69007, 4.58161], [0.54693, -0.00425, 4.57890], [1.39434, 1.08887, 3.44676], [1.23462, -1.23801, 3.41160], [1.84485, -2.35906, 2.30511], [3.10933, -0.04388, 2.55208], [1.84508, 0.54595, 1.49148], [4.27515, -0.72256, 0.71926], [3.02392, -1.84025, 0.24461], [3.64600, 2.83315, -3.85804], [3.05894, 2.58942, -2.23185], [1.28540, 2.58917, -3.93973], [1.27566, 1.06737, -3.06175], [3.86025, 1.25785, -5.74724], [3.14563, -0.34193, -5.98151], [3.35088, -0.88485, -3.60174], [4.92490, -0.48269, -4.35068], [1.71731, -3.14163, 0.64837], [0.70254, -3.48973, -0.70213], [-0.29547, -4.54499, 2.00001], [-3.73534, -2.57176, -0.88151], [-4.53541, -1.35223, 0.06517], [-4.61023, -0.07473, -1.87757], [-3.58823, -1.24331, -2.69840], [-4.19460, 1.61394, -0.06590], [-5.07306, 1.08364, 1.21319]],
  "forces_ev_per_angstrom": [[0.09, -0.14, 0.09], [0.65, 0.44, 0.05], [0.09, -0.39, -0.08], [-0.22, 0.09, -0.03], [0.19, 0.04, 0.16], [-0.07, 0.27, 0.30], [-0.14, 0.24, 0.21], [-0.09, -0.24, -0.17], [0.32, -0.12, 0.23], [-0.17, -0.01, -0.32], [-0.04, 0.33, -0.02], [-0.05, -0.09, -0.07], [0.67, 0.01, -0.10], [-0.05, -0.21, -0.06], [-0.96, -0.01, 0.54], [-0.12, 0.06, -0.38], [-0.14, 0.18, 0.05], [0.08, -0.09, 0.08], [-0.03, -0.11, -0.03], [0.43, 0.37, -0.05], [0.27, -0.02, -0.33], [0.03, -0.67, 0.13], [-0.05, 0.04, 0.03], [0.08, 0.02, -0.07], [-0.37, 0.29, 0.10], [-0.01, 0.00, -0.21], [0.50, 0.15, 0.25], [-0.33, -0.18, -0.04], [-0.14, -0.03, 0.14], [-0.13, 0.13, -0.20], [-0.20, -0.65, -0.27], [-0.08, 0.25, 0.11], [0.21, -0.43, -0.32], [-0.22, 0.51, 0.20], [0.39, -0.07, 0.13], [-0.06, 0.00, 0.01], [-0.01, 0.00, 0.03], [-0.08, 0.03, -0.10], [-0.25, -0.09, -0.20], [-0.22, -0.19, 0.08], [0.11, -0.05, 0.04], [-0.12, 0.02, -0.09], [0.04, -0.05, -0.09], [0.00, -0.21, 0.00], [0.07, 0.21, -0.11], [-0.19, -0.06, -0.13], [-0.07, -0.10, 0.11], [0.09, 0.10, 0.12], [0.00, 0.09, -0.09], [0.02, -0.05, 0.13], [0.05, -0.02, 0.03], [0.07, -0.06, 0.04], [-0.03, -0.04, -0.04], [0.12, -0.06, 0.04], [0.14, -0.06, 0.07], [-0.10, 0.10, -0.08], [-0.05, -0.04, -0.11], [-0.05, -0.17, 0.07], [-0.07, 0.21, 0.12], [-0.07, 0.16, -0.02], [-0.01, 0.06, -0.03], [0.15, -0.04, 0.10], [0.06, 0.11, 0.05], [0.10, 0.18, 0.17], [0.13, 0.07, 0.00], [-0.16, -0.07, -0.11], [-0.05, 0.07, -0.05]],
  "nbo_charge": [-0.606, -0.451, 0.055, -0.195, 0.042, -0.642, -0.048, 0.367, -0.467, -0.413, -0.553, 0.226, -0.099, 0.059, -0.497, -0.268, -0.086, -0.524, -0.082, -0.242, -0.308, -0.348, 0.421, -0.442, 0.450, -0.467, 0.498, -0.312, 0.027, -0.479, 0.060, -0.370, -0.008, 0.202, -0.861, 0.210, 0.234, 0.213, 0.240, 0.221, 0.226, 0.236, 0.224, 0.234, 0.262, 0.230, 0.241, 0.222, 0.279, 0.205, 0.218, 0.222, 0.192, 0.172, 0.177, 0.209, 0.188, 0.224, 0.258, 0.270, 0.121, 0.233, 0.266, 0.184, 0.183, 0.385, 0.382],
  "charge": 1,
  "max_force_ev_per_a": 1.10,
  "de_lowest_kcal_mol": 102.5,
  "homo_energy_ev": -10.8
}

***

{
  "formula": "C18H31F2MnN6S6",
  "method": "the ωB97M-V functional and the def2-TZVPD basis",
  "elements": ["Mn", "C", "C", "S", "C", "C", "S", "C", "C", "S", "H", "H", "H", "H", "H", "H", "H", "H", "H", "H", "H", "H", "N", "C", "N", "C", "C", "S", "C", "C", "S", "C", "N", "N", "H", "H", "H", "H", "H", "H", "C", "C", "N", "C", "S", "N", "C", "C", "H", "H", "H", "H", "H", "H", "H", "H", "H", "H", "H", "H", "F", "C", "F", "H"],
  "xyz": [[0.63686, -0.21210, 0.29166], [0.44691, 3.84350, 2.41034], [-0.47703, 3.69177, 1.20051], [-0.97865, 2.00202, 0.76021], [-1.87616, 1.50146, 2.25967], [-1.02261, 0.97660, 3.41137], [0.25936, -0.20059, 2.88968], [1.70783, 0.40932, 3.81665], [1.98749, 1.90916, 3.86937], [1.90687, 2.77066, 2.28270], [0.78452, 4.87816, 2.47046], [-0.09272, 3.63280, 3.33156], [-1.37954, 4.28449, 1.35853], [0.00696, 4.07997, 0.30294], [-2.47731, 2.34293, 2.60996], [-2.56532, 0.73103, 1.92844], [-0.51871, 1.78610, 3.92686], [-1.66437, 0.48475, 4.14253], [1.61170, 0.04443, 4.84100], [2.55262, -0.11762, 3.36905], [1.33804, 2.41002, 4.58707], [3.00158, 2.03804, 4.24901], [3.07560, 2.34335, -0.58105], [3.48145, 1.19358, -0.02053], [2.70126, 0.17944, 0.28737], [3.46113, -0.88919, 0.74666], [4.78208, -0.65259, 0.89067], [5.15308, 0.94928, 0.37601], [2.78382, -2.16578, 0.94159], [3.36698, -3.33105, 1.29520], [2.20302, -4.59700, 1.28001], [0.98945, -3.45910, 0.79513], [1.41944, -2.22489, 0.67347], [-0.26993, -3.87937, 0.53199], [2.18427, 2.31454, -1.05751], [3.76882, 2.97821, -0.93468], [5.55256, -1.32512, 1.22505], [4.40044, -3.52305, 1.52503], [-0.52749, -4.79865, 0.85017], [-0.99423, -3.16090, 0.56689], [-4.52693, 0.61342, -3.59434], [-3.10910, 0.45918, -3.07286], [-3.08493, -0.19035, -1.75579], [-2.25638, -1.14139, -1.31673], [-1.85620, -1.16098, 0.36373], [-1.76866, -2.08387, -2.11153], [-2.25470, -2.54449, -3.41294], [-1.21152, -2.38054, -4.50631], [-4.51896, 1.12197, -4.55771], [-5.13257, 1.20523, -2.90717], [-5.00816, -0.35724, -3.71750], [-2.63101, 1.43553, -2.96355], [-2.49759, -0.11039, -3.76546], [-3.41555, 0.39621, -1.00338], [-1.05309, -2.65531, -1.68424], [-3.17960, -2.02204, -3.64473], [-2.51829, -3.59780, -3.29903], [-0.99796, -1.33131, -4.71226], [-1.55881, -2.84965, -5.42650], [-0.27323, -2.85198, -4.21416], [1.07295, 1.33488, -2.06826], [0.41230, 0.12772, -1.68643], [1.15145, -0.86044, -2.36514], [-0.50354, 0.20505, -2.27879]],
  "forces_ev_per_angstrom": [[-1.04, 0.10, 0.34], [-0.02, -0.12, -0.06], [0.17, -0.06, 0.06], [-0.23, 0.01, -0.01], [0.07, 0.10, 0.03], [0.05, -0.02, -0.07], [0.35, -0.01, 0.08], [-0.04, -0.23, 0.13], [-0.20, 0.07, -0.01], [0.18, 0.14, 0.11], [-0.04, 0.02, -0.02], [0.05, -0.01, 0.02], [-0.03, -0.02, -0.04], [0.01, -0.05, -0.02], [0.05, 0.07, -0.05], [0.01, 0.03, 0.00], [0.00, 0.01, 0.00], [-0.02, -0.04, -0.04], [0.06, -0.04, -0.01], [-0.05, -0.01, -0.07], [-0.01, 0.02, -0.03], [0.00, -0.02, 0.02], [-0.04, 0.05, 0.07], [0.18, 0.09, -0.09], [-0.13, -0.07, -0.14], [0.13, 0.04, 0.11], [-0.07, 0.02, 0.00], [-0.13, -0.01, 0.00], [0.02, -0.11, 0.10], [-0.07, 0.05, -0.02], [-0.05, 0.08, 0.00], [0.08, -0.10, 0.04], [0.14, 0.20, -0.21], [-0.05, 0.01, -0.07], [0.04, -0.05, -0.05], [0.01, 0.00, 0.01], [0.00, 0.00, 0.00], [0.00, 0.00, 0.00], [0.00, 0.00, 0.01], [0.01, -0.01, 0.04], [0.03, -0.02, 0.00], [-0.08, -0.05, -0.08], [0.07, 0.15, 0.04], [-0.12, -0.16, -0.03], [0.32, 0.15, -0.06], [-0.05, -0.03, 0.03], [0.03, 0.03, -0.07], [-0.03, 0.01, -0.02], [0.00, 0.00, 0.00], [0.00, 0.00, 0.00], [0.00, 0.00, -0.01], [-0.01, 0.00, 0.00], [0.03, 0.03, 0.03], [0.02, -0.01, 0.01], [-0.01, -0.01, 0.02], [-0.01, -0.03, 0.01], [0.04, 0.00, 0.01], [0.02, 0.00, 0.02], [0.00, 0.01, 0.00], [0.00, -0.01, -0.01], [-0.21, 0.12, -0.06], [0.85, -0.33, -0.26], [-0.12, 0.03, 0.01], [-0.15, 0.00, 0.26]],
  "nbo_charge": [0.724, -0.536, -0.535, 0.268, -0.551, -0.536, 0.260, -0.523, -0.551, 0.205, 0.238, 0.214, 0.232, 0.236, 0.234, 0.260, 0.220, 0.241, 0.233, 0.236, 0.222, 0.247, -0.783, 0.307, -0.585, 0.071, -0.422, 0.425, 0.180, -0.445, 0.428, 0.284, -0.585, -0.826, 0.433, 0.407, 0.253, 0.254, 0.404, 0.421, -0.614, -0.228, -0.589, 0.413, -0.306, -0.576, -0.221, -0.616, 0.230, 0.216, 0.214, 0.212, 0.211, 0.418, 0.424, 0.207, 0.214, 0.212, 0.228, 0.226, -0.426, 0.194, -0.398, 0.093],
  "charge": 1,
  "max_force_ev_per_a": 1.10,
  "multiplicity": 2,
  "de_lowest_kcal_mol": 7.5,
  "homo_energy_ev": [-10.3, -10.3]
}